Record 1
The following is a quantum chemistry calculation of a 3-piece molecular cluster, C4H13NO2 overall in a non-equilibrium geometry, from OMol25.

- multiplicity = 1
- orbital gap (eV) = 9.231
- energy above the lowest of the compared OMol25 structures with the same formula, charge and spin (kcal per mole) = 68.8
- SMILES = C=C(C)NC.O.O

Each line ends with the natural charge from an NBO analysis.
Cartesian coordinates (Å):
H  -2.225  0.450  0.095  0.471
O  -1.647  -0.840  -1.513  -0.954
C  1.843  -0.377  -1.111  -0.673
H  1.658  0.553  2.653  0.191
H  1.550  -0.884  -2.039  0.225
H  2.173  -1.167  -0.496  0.222
H  -0.658  2.065  0.103  0.214
H  -0.226  0.110  1.549  0.400
H  -1.284  -0.846  -2.317  0.457
H  1.634  -1.236  2.562  0.199
H  -2.732  -0.881  0.513  0.476
H  2.703  0.283  -1.283  0.228
H  -0.737  -0.829  -0.892  0.489
H  0.085  1.780  -1.804  0.220
C  0.073  1.505  -0.736  -0.480
H  2.779  -0.046  1.529  0.214
O  -2.808  0.148  0.744  -0.945
C  0.753  0.367  -0.280  0.129
C  1.740  -0.246  1.930  -0.419
N  0.638  -0.188  1.023  -0.663

---

Record 2
The following is a quantum chemistry calculation of a 2-piece molecular cluster, C3H7NO2S overall in a non-equilibrium geometry, from OMol25.

- multiplicity = 1
- orbital gap (alpha / beta) (eV) = 8.924 / 8.925
- energy above the lowest of the compared OMol25 structures with the same formula, charge and spin (kcal per mole) = 164.5

Each line ends with the natural charge from an NBO analysis.
Cartesian coordinates (Å):
N  1.476  -1.763  -0.686  0.120
H  1.624  0.372  1.420  0.256
H  0.250  0.538  -1.266  0.062
H  2.270  1.150  0.068  0.263
C  1.270  -0.757  -0.073  0.262
H  0.526  1.175  0.448  0.321
O  0.826  -2.637  -1.202  -0.469
H  -1.045  -1.059  -0.826  0.252
H  -1.266  -0.282  0.734  0.259
C  1.412  0.561  0.383  -0.812
C  -1.643  -0.268  -0.341  -0.869
S  -1.094  1.183  -1.177  1.072
H  -2.698  -0.521  -0.421  0.249
O  -0.720  2.087  -0.019  -0.967

---

Record 3
The following is a quantum chemistry calculation of a 2-piece molecular cluster, C4H13NO2 overall in a non-equilibrium geometry, from OMol25.

- multiplicity = 1
- orbital gap (eV) = 10.845
- energy above the lowest of the compared OMol25 structures with the same formula, charge and spin (kcal per mole) = 23.2
- SMILES = CC(C)NCO.O

Each line ends with the natural charge from an NBO analysis.
Cartesian coordinates (Å):
H  2.483  -0.458  0.967  0.204
H  1.828  1.856  -0.636  0.209
C  1.666  -0.919  0.393  -0.630
H  -0.679  2.319  -0.068  0.161
H  0.334  1.592  1.091  0.154
C  -0.561  1.366  0.476  0.078
O  -1.613  1.286  1.424  -0.715
N  -0.401  0.199  -0.346  -0.664
H  0.936  -1.182  1.158  0.217
H  2.113  -1.877  0.096  0.220
C  0.998  -0.090  -0.750  -0.067
H  -2.421  -2.337  -0.458  0.459
C  1.778  1.024  -1.342  -0.640
H  -0.896  0.351  -1.220  0.367
H  -1.225  -1.687  0.105  0.482
H  2.868  0.902  -1.470  0.232
O  -1.649  -2.556  0.066  -0.955
H  0.913  -0.949  -1.445  0.207
H  -1.559  0.403  1.796  0.468
H  1.299  1.345  -2.274  0.212

---

Record 4
The following is a quantum chemistry calculation of C20H40AsGeN3O7ReS5 as an isolated structure in a non-equilibrium geometry, from OMol25.

- multiplicity = 2
- charge = +4
- orbital gap (alpha / beta) (eV) = 7.316 / 6.098

Each line ends with the Löwdin charge.
Cartesian coordinates (Å):
C  1.325  3.851  3.566  -0.012
O  -1.947  0.828  0.597  -0.453
H  5.581  -5.000  -3.979  0.116
C  0.439  -1.535  4.555  -0.004
S  3.642  -1.690  -1.264  0.732
H  5.398  -3.326  -4.484  0.100
N  0.233  -0.792  -3.226  0.074
H  1.484  3.608  0.831  0.062
S  4.066  -2.136  2.098  0.472
H  0.056  6.261  3.107  0.117
H  -1.205  -3.094  2.968  0.067
H  -2.727  -2.242  3.334  0.105
H  0.542  -3.626  -3.507  0.109
H  5.447  -3.740  -2.753  0.079
O  2.393  -2.469  -2.147  -0.732
C  -1.728  -2.480  3.702  -0.006
C  5.098  -4.055  -3.734  -0.063
O  -0.787  -0.454  2.723  -0.426
H  -3.972  2.670  1.036  0.049
O  -0.634  3.016  2.389  -0.440
H  -2.257  3.168  -0.678  0.097
H  -0.535  -3.265  -1.761  0.074
C  -1.174  -2.397  -1.925  -0.019
H  -3.664  -0.881  -0.413  0.101
C  -0.571  5.379  2.984  -0.022
C  -1.721  -0.345  5.000  -0.038
H  -4.479  0.982  1.349  0.100
Ge  -2.107  2.332  2.847  1.348
C  -0.391  -1.143  -2.086  -0.351
H  -5.110  1.878  -0.031  0.124
O  3.361  -1.663  -4.307  -0.214
C  0.279  4.205  2.528  -0.621
S  2.697  -2.770  -3.705  0.852
H  3.210  -4.888  -2.916  0.129
H  3.259  -4.767  -4.699  0.136
C  -3.102  1.207  -0.323  -0.582
S  0.531  -2.281  0.763  0.324
H  -1.830  -3.061  4.618  0.125
H  -1.344  5.613  2.249  0.100
H  -3.461  2.648  -1.859  0.125
C  0.762  0.478  -3.028  -0.091
H  0.864  3.626  4.528  0.099
O  2.031  2.270  -3.482  0.164
C  -2.625  2.311  -1.246  0.004
H  -1.834  1.966  -1.910  0.072
H  -1.040  5.168  3.948  0.097
H  1.061  -3.486  -5.200  0.150
S  1.705  0.514  1.144  0.300
H  0.113  4.670  0.422  0.094
H  -1.840  -0.895  5.932  0.128
C  0.342  -1.605  -4.450  -0.073
H  -2.863  -0.265  -1.888  0.071
H  0.706  1.787  -1.293  0.120
H  0.919  -1.018  -5.156  0.119
H  1.029  -2.064  3.803  0.063
N  1.551  1.276  -3.964  -0.313
H  -0.641  -1.768  -4.894  0.164
N  -0.229  -0.180  -1.169  -0.117
As  2.576  -1.482  0.711  -0.006
C  -0.949  -1.220  4.037  -0.568
H  -1.183  0.579  5.229  0.088
H  1.995  4.698  3.703  0.117
H  1.542  5.326  1.221  0.117
H  -1.835  -2.317  -1.067  0.070
C  -3.552  -0.024  -1.081  -0.010
C  3.588  -4.306  -3.760  -0.243
H  0.337  -2.189  5.420  0.124
C  0.472  0.850  -1.769  -0.078
C  1.014  -2.968  -4.236  -0.159
O  1.639  0.897  -5.110  0.139
H  -1.794  -2.577  -2.806  0.121
H  -2.720  -0.115  4.626  0.084
H  1.923  2.993  3.251  0.073
C  -4.221  1.708  0.575  -0.061
H  0.968  -0.634  4.866  0.106
Re  -0.466  -0.184  1.016  1.193
H  -4.525  0.173  -1.529  0.122
C  0.885  4.460  1.164  -0.016

---

Record 5
The following is a quantum chemistry calculation of one molecule with the formula C5H7NO in a non-equilibrium geometry, from OMol25.

- multiplicity = 1
- orbital gap (eV) = 9.445
- energy above the lowest of the compared OMol25 structures with the same formula, charge and spin (kcal per mole) = 50.6
- SMILES = O=C1CC=CCN1

Each line ends with the natural charge from an NBO analysis.
Cartesian coordinates (Å):
C  1.372  -0.107  0.313  -0.554
C  -0.735  -1.200  -0.240  -0.280
H  1.116  -2.231  0.130  0.227
H  -2.291  0.260  -0.645  0.212
H  2.358  -0.147  0.790  0.253
C  0.770  1.258  0.252  0.666
H  1.220  -0.493  -0.823  0.350
O  1.366  2.289  0.505  -0.594
H  -1.708  0.181  1.028  0.181
H  -1.244  -2.026  -0.717  0.219
N  -0.478  1.237  -0.334  -0.634
C  -1.398  0.137  -0.030  -0.247
H  -0.877  2.161  -0.407  0.398
C  0.530  -1.319  0.177  -0.199

---

Record 6
The following is a quantum chemistry calculation of one molecule with the formula C5H8N2S in a non-equilibrium geometry, from OMol25.

- multiplicity = 1
- orbital gap (eV) = 9.434
- energy above the lowest of the compared OMol25 structures with the same formula, charge and spin (kcal per mole) = 37.6
- SMILES = [H]/N=C1\NSC[C@H]2C[C@@H]12

Each line ends with the natural charge from an NBO analysis.
Cartesian coordinates (Å):
C  1.727  -0.582  0.025  -0.562
H  2.504  -0.995  0.652  0.236
N  0.313  1.724  -0.435  -0.793
C  -0.904  -0.427  -0.041  -0.300
H  2.074  -0.812  -1.015  0.219
C  -0.622  -0.836  1.405  -0.410
H  -1.788  2.345  -1.602  0.329
H  -0.301  -0.145  2.169  0.234
H  0.503  2.213  -1.333  0.398
C  0.349  -1.227  0.263  -0.225
C  -0.866  0.993  -0.553  0.447
H  -1.762  -0.873  -0.482  0.250
S  1.671  1.183  0.429  0.416
H  -1.244  -1.698  1.713  0.224
H  0.278  -2.282  -0.038  0.224
N  -1.931  1.419  -1.156  -0.687

---

> Which value of multiplicity does entry 2 give?

1

---

> Which formula does entry 4 have?

C20H40AsGeN3O7ReS5

---

> The highest multiplicity belongs to which entry?

C20H40AsGeN3O7ReS5

---

> Which value of multiplicity does entry 5 give?

1